Entry from the OMol25 dataset: the molecule C24H34N2O3 (wB97M-V/def2-TZVPD).

Geometry as XYZ:
```
63
C24H34N2O3 (wB97M-V/def2-TZVPD)
C -2.02817 5.83738 -3.99372
O -1.27934 4.79827 -3.42716
C -0.34324 4.24096 -4.33133
C 0.48882 3.22766 -3.59505
C 0.05673 1.91826 -3.47811
C 0.78689 0.97101 -2.77519
C 0.32110 -0.45403 -2.65389
N 0.37486 -0.89858 -1.27193
C -0.57743 -0.19239 -0.43471
C -0.33813 -0.58748 1.02318
N -0.44409 -2.02067 1.25223
C -1.81005 -2.52266 1.30719
C -1.96129 -3.61192 2.38270
C -1.85115 -3.04706 3.77084
C -2.84113 -2.20199 4.25982
C -2.74464 -1.65864 5.52725
C -1.65441 -1.95483 6.32841
C -0.66920 -2.80307 5.85613
C -0.76952 -3.34646 4.58704
C 0.40172 -2.76288 0.31827
C 1.88923 -2.63079 0.67127
C 2.19581 -3.05030 2.11091
O 1.71053 -2.14990 3.06791
C 0.17152 -2.32638 -1.14042
C 1.97237 1.36488 -2.17351
C 2.42017 2.66936 -2.26933
C 1.68660 3.61531 -2.97813
O 2.05805 4.91754 -3.13358
C 3.24038 5.35946 -2.51410
H -2.70407 6.19376 -3.21870
H -2.61290 5.48716 -4.85527
H -1.38240 6.66192 -4.32300
H 0.30275 5.03323 -4.73547
H -0.87640 3.76086 -5.16843
H -0.87463 1.63665 -3.94841
H 0.99127 -1.10017 -3.23221
H -0.69450 -0.55489 -3.07890
H -1.61949 -0.42773 -0.72648
H -0.42318 0.88135 -0.55721
H 0.66853 -0.27321 1.30657
H -1.04686 -0.07515 1.67712
H -2.13959 -2.93499 0.34248
H -2.47711 -1.69483 1.55596
H -1.19974 -4.37851 2.23216
H -2.94237 -4.07709 2.25568
H -3.70035 -1.97370 3.64393
H -3.52320 -1.00440 5.89279
H -1.57802 -1.52930 7.31816
H 0.18267 -3.04272 6.47457
H 0.00142 -4.01444 4.23324
H 0.12809 -3.82139 0.40631
H 2.45757 -3.27049 -0.00610
H 2.21257 -1.60269 0.51496
H 1.78719 -4.05954 2.28652
H 3.27874 -3.09404 2.25950
H 0.76278 -2.03447 2.88782
H -0.84786 -2.61815 -1.46141
H 0.88363 -2.84610 -1.78607
H 2.54316 0.63946 -1.61468
H 3.34460 2.93988 -1.78404
H 4.11958 4.83144 -2.89840
H 3.32236 6.41751 -2.75935
H 3.19275 5.24472 -1.42661
```

Values from the calculation:
SMILES string: COCc1cc(CN2CCN(CCc3ccccc3)[C@H](CCO)C2)ccc1OC
Highest occupied orbital energy: -8.23 eV